A gas-phase ion, CHNO2PS (charge -1). Source: the OMol25 dataset; level of theory: ωB97M-V with the def2-TZVPD basis set.

Each line ends with the natural charge from an NBO analysis.
CARTESIAN COORDINATES (ANGSTROEM)
N1 -1.8061 -0.8966 1.3751  -0.393
C1 -1.1807 -0.4576 0.5400  -0.086
P1 0.1523 0.0583 -0.6663  1.845
O1 0.3409 -0.7940 -1.8165  -1.107
O2 1.4543 -0.2576 0.3865  -0.967
S1 -0.1165 2.0157 -0.8952  -0.762
H1 1.1558 0.3317 1.0764  0.470

Values from the calculation:
Net charge ... -1
Frontier orbital gap ... 8.5 eV
Molar mass ... 122.07 Da
E_HOMO ... -4.7 eV
Relative energy (zero: lowest compared OMol25 entry of this formula, charge and spin) ... 5.6 kJ/mol


2 unconnected molecules or ions with the total composition CHNO2S. Source: the OMol25 dataset; level of theory: ωB97M-V with the def2-TZVPD basis set.

Each line ends with the natural charge from an NBO analysis.
CARTESIAN COORDINATES (ANGSTROEM)
C1 -0.2361 -0.5678 0.0613  -0.264
N1 0.2220 0.7598 0.0974  0.423
O1 1.4366 0.8190 0.0437  -0.352
O2 -0.4898 1.6931 0.2084  -0.313
S1 0.7182 -1.8458 0.1333  0.271
H1 -1.6509 -0.8584 -0.5441  0.235

Values from the calculation:
Frontier orbital gap ... 7.7 eV
Molar mass ... 91.09 Da
E_HOMO ... -9.9 eV
Relative energy (zero: lowest compared OMol25 entry of this formula, charge and spin) ... 483.9 kJ/mol


A single CHNO3S molecule. Source: the OMol25 dataset; level of theory: ωB97M-V with the def2-TZVPD basis set.

Each line ends with the natural charge from an NBO analysis.
CARTESIAN COORDINATES (ANGSTROEM)
C1 1.7999 -0.1783 0.2156  0.281
N1 0.8286 0.4484 0.2880  -0.406
O1 -1.8540 1.2640 0.4806  -0.857
O2 -0.8430 0.2177 -1.5031  -0.877
O3 -1.2664 -1.0902 0.5372  -0.878
S1 -1.1982 0.1926 -0.1064  2.505
H1 2.5331 -0.8542 0.0881  0.233

Values from the calculation:
Frontier orbital gap ... 10.6 eV
Molar mass ... 107.09 Da
E_HOMO ... -11.2 eV
Relative energy (zero: lowest compared OMol25 entry of this formula, charge and spin) ... 192.1 kJ/mol


A gas-phase ion, CHNO4S (charge -2). Source: the OMol25 dataset; level of theory: ωB97M-V with the def2-TZVPD basis set.

Each line ends with the natural charge from an NBO analysis.
CARTESIAN COORDINATES (ANGSTROEM)
O1 -1.5960 1.0897 -0.9041  -0.742
C1 -1.3305 0.3137 -0.0048  0.568
N1 -0.4804 -0.4912 0.5103  -0.924
S1 1.1543 -0.2715 0.0011  2.471
O2 1.8938 -1.3090 0.7494  -1.076
O3 1.2745 -0.4200 -1.4438  -1.071
O4 1.4872 1.0888 0.3855  -1.078
H1 -2.4028 -0.0005 0.7064  -0.148

Values from the calculation:
Net charge ... -2
Frontier orbital gap ... 6.8 eV
Molar mass ... 123.09 Da
E_HOMO ... 0.2 eV
Relative energy (zero: lowest compared OMol25 entry of this formula, charge and spin) ... 52.7 kJ/mol


2 unconnected molecules or ions with the total composition CHNO5. Source: the OMol25 dataset; level of theory: ωB97M-V with the def2-TZVPD basis set.

Each line ends with the natural charge from an NBO analysis.
CARTESIAN COORDINATES (ANGSTROEM)
C1 1.3973 1.6953 0.4692  0.477
N1 -1.1353 -1.2111 -0.3646  0.743
O1 -1.9975 -1.7014 0.2657  -0.321
O2 -0.0728 -2.0619 -0.6492  -0.544
O3 0.5022 2.5868 0.7215  -0.233
O4 1.7200 2.3998 1.5071  -0.242
O5 -1.0275 -0.1105 -0.7916  -0.378
H1 0.6137 -1.5970 -1.1579  0.497

Values from the calculation:
Frontier orbital gap ... 12.1 eV
Molar mass ... 107.02 Da
E_HOMO ... -11.9 eV
Relative energy (zero: lowest compared OMol25 entry of this formula, charge and spin) ... 583.2 kJ/mol


A single CHNOS molecule. Source: the OMol25 dataset; level of theory: ωB97M-V with the def2-TZVPD basis set.

Each line ends with the natural charge from an NBO analysis.
CARTESIAN COORDINATES (ANGSTROEM)
C1 -1.1640 0.1832 0.0933  0.425
N1 1.1454 -0.4577 -0.4758  -1.056
O1 -1.5626 1.2725 0.0445  -0.392
S1 -0.1435 -1.0953 0.1919  0.672
H1 1.7246 0.0972 0.1461  0.351

Values from the calculation:
Frontier orbital gap ... 8.4 eV
Molar mass ... 75.09 Da
E_HOMO ... -9.1 eV
Relative energy (zero: lowest compared OMol25 entry of this formula, charge and spin) ... 117.6 kJ/mol


A gas-phase ion, CHO2 (charge -1). Source: the OMol25 dataset; level of theory: ωB97M-V with the def2-TZVPD basis set.

Each line ends with the natural charge from an NBO analysis.
CARTESIAN COORDINATES (ANGSTROEM)
O1 -0.5443 -1.1763 0.0107  -0.819
C1 -0.0148 -0.0072 0.0762  0.630
O2 -0.6315 1.0415 0.0070  -0.768
H1 1.1906 0.1421 -0.0939  -0.043

Values from the calculation:
Net charge ... -1
Frontier orbital gap ... 8.8 eV
Molar mass ... 45.02 Da
E_HOMO ... -3.7 eV
Relative energy (zero: lowest compared OMol25 entry of this formula, charge and spin) ... 27.0 kJ/mol


A molecular structure, CHO2Rb. Source: the OMol25 dataset; level of theory: ωB97M-V with the def2-TZVPD basis set.

Each line ends with the Löwdin charge.
CARTESIAN COORDINATES (ANGSTROEM)
O1 -2.8418 -0.2063 -0.1643  -0.743
C1 2.7292 1.8805 -0.0078  0.036
O2 2.1295 0.9239 0.0715  -0.006
H1 -3.3711 0.5616 0.0384  -0.188
Rb1 -0.4343 -1.4827 0.3672  0.900

Values from the calculation:
Frontier orbital gap ... 5.9 eV
Molar mass ... 130.49 Da
E_HOMO ... -6.6 eV
Relative energy (zero: lowest compared OMol25 entry of this formula, charge and spin) ... 122.3 kJ/mol


2 unconnected molecules or ions with the total composition CHO2S2. Source: the OMol25 dataset; level of theory: ωB97M-V with the def2-TZVPD basis set.

Each line ends with the natural charge from an NBO analysis.
CARTESIAN COORDINATES (ANGSTROEM)
C1 -2.2005 0.3594 0.0028  -0.414
O1 0.4020 -0.6186 0.2023  -1.056
O2 -2.9243 -2.2047 -0.3319  -0.940
S1 -1.9870 1.9080 0.1105  0.072
S2 -3.3602 -0.8056 -0.0055  0.946
H1 0.2972 0.3799 0.3960  0.391

Values from the calculation:
Net charge ... -1
Frontier orbital gap (alpha / beta) ... 6.1 / 6.1 eV
Molar mass ... 109.15 Da
E_HOMO (alpha / beta) ... -3.7 / -3.7 eV
Relative energy (zero: lowest compared OMol25 entry of this formula, charge and spin) ... 463.0 kJ/mol


A gas-phase ion, CHO3PS (charge -2). Source: the OMol25 dataset; level of theory: ωB97M-V with the def2-TZVPD basis set.

Each line ends with the natural charge from an NBO analysis.
CARTESIAN COORDINATES (ANGSTROEM)
O1 -0.9150 -2.0914 -0.4953  -1.232
P1 0.1050 -1.5027 -1.4232  2.362
O2 1.4252 -2.2872 -1.4886  -1.236
O3 -0.4665 -1.1052 -2.8012  -1.227
C1 0.5916 0.5548 -0.6264  -0.551
S1 -0.3252 1.8687 -0.9895  -0.236
H1 1.5544 0.8592 -0.2843  0.121

Values from the calculation:
Net charge ... -2
Frontier orbital gap ... 5.5 eV
Molar mass ... 124.06 Da
E_HOMO ... 0.4 eV
Relative energy (zero: lowest compared OMol25 entry of this formula, charge and spin) ... 12.2 kJ/mol


2 unconnected molecules or ions with the total composition CHO3PS. Source: the OMol25 dataset; level of theory: ωB97M-V with the def2-TZVPD basis set.

Each line ends with the natural charge from an NBO analysis.
CARTESIAN COORDINATES (ANGSTROEM)
C1 -1.3130 0.2735 -0.6042  -0.644
O1 3.0581 1.6030 -1.0804  -1.138
O2 3.0377 -0.9221 -0.6106  -1.139
O3 3.3603 0.7295 1.3246  -1.145
P1 3.0731 0.4766 -0.1101  2.419
S1 -2.3581 0.9859 0.4964  -0.439
H1 -0.2427 0.4256 -0.2156  0.086

Values from the calculation:
Net charge ... -2
Frontier orbital gap ... 5.0 eV
Molar mass ... 124.06 Da
E_HOMO ... 1.1 eV
Relative energy (zero: lowest compared OMol25 entry of this formula, charge and spin) ... 10.3 kJ/mol


A molecular structure, CHO3PS. Source: the OMol25 dataset; level of theory: ωB97M-V with the def2-TZVPD basis set.

Each line ends with the natural charge from an NBO analysis.
CARTESIAN COORDINATES (ANGSTROEM)
C1 -0.0324 0.2123 0.4868  -0.987
O1 -2.0692 -0.1553 2.2213  -0.930
O2 1.6697 0.3190 -1.5795  -0.799
O3 -0.4850 -0.8578 -1.9271  -0.830
P1 -1.6501 -0.3153 0.8411  1.476
S1 0.4047 -0.1115 -1.0898  2.071
H1 2.1622 0.9086 1.0473  -0.001

Values from the calculation:
Frontier orbital gap (alpha / beta) ... 7.8 / 7.2 eV
<S²> ... 2.0096
Molar mass ... 124.06 Da
E_HOMO (alpha / beta) ... -9.6 / -10.8 eV
2S+1 ... 3
Relative energy (zero: lowest compared OMol25 entry of this formula, charge and spin) ... 434.7 kJ/mol


A molecular structure, CHO3Pr. Source: the OMol25 dataset; level of theory: ωB97M-V with the def2-TZVPD basis set.

Each line ends with the Löwdin spin population.
CARTESIAN COORDINATES (ANGSTROEM)
Pr1 2.1522 0.2979 -1.1393  3.020
O1 0.3790 -1.0508 -0.3382  -0.016
H1 0.2400 -1.6433 0.4024  0.000
O2 -1.7414 0.3670 1.0291  -0.001
C1 -0.8656 0.5934 0.2765  0.000
O3 -0.1642 1.4357 -0.2305  -0.003

Values from the calculation:
Net charge ... +1
Frontier orbital gap (alpha / beta) ... 6.7 / 9.3 eV
<S²> ... 3.7522
Molar mass ... 201.92 Da
E_HOMO (alpha / beta) ... -12.0 / -14.7 eV
2S+1 ... 4
Relative energy (zero: lowest compared OMol25 entry of this formula, charge and spin) ... 23.2 kJ/mol


A molecular structure, CHO3Rb. Source: the OMol25 dataset; level of theory: ωB97M-V with the def2-TZVPD basis set.

Each line ends with the Löwdin charge.
CARTESIAN COORDINATES (ANGSTROEM)
Rb1 2.8748 -0.3303 -1.3045  1.019
O1 0.2687 -0.3301 -0.2783  -0.206
C1 -0.7406 0.4510 0.4007  -0.820
O2 -1.5977 -0.2880 0.9372  -0.048
O3 -0.6113 1.6723 0.3375  -0.019
H1 -0.1939 -1.1750 -0.0926  0.073

Values from the calculation:
Frontier orbital gap ... 6.3 eV
Molar mass ... 146.48 Da
E_HOMO ... -7.7 eV
Relative energy (zero: lowest compared OMol25 entry of this formula, charge and spin) ... 88.6 kJ/mol


2 unconnected molecules or ions with the total composition CHO3S3. Source: the OMol25 dataset; level of theory: ωB97M-V with the def2-TZVPD basis set.

Each line ends with the natural charge from an NBO analysis.
CARTESIAN COORDINATES (ANGSTROEM)
C1 -0.5110 0.7980 0.1096  -0.633
O1 4.6212 -0.1744 -1.1243  -0.817
O2 1.5292 2.2034 -0.5622  -1.054
O3 5.4523 0.2287 1.1128  -0.842
S1 -2.2340 0.5400 0.0475  -0.424
S2 0.1114 2.3042 -0.1791  0.927
S3 4.2566 0.0673 0.2786  1.653
H1 0.2623 0.0001 0.0413  0.189

Values from the calculation:
Net charge ... -1
Frontier orbital gap ... 4.3 eV
Molar mass ... 157.22 Da
E_HOMO ... -3.0 eV
Relative energy (zero: lowest compared OMol25 entry of this formula, charge and spin) ... 141.9 kJ/mol


3 unconnected molecules or ions with the total composition CHO4. Source: the OMol25 dataset; level of theory: ωB97M-V with the def2-TZVPD basis set.

Each line ends with the natural charge from an NBO analysis.
CARTESIAN COORDINATES (ANGSTROEM)
C1 0.6773 -0.8027 -0.5757  0.625
O1 1.7605 -0.7173 -0.7865  -0.295
O2 -1.2126 0.6694 0.9166  0.087
O3 -0.5405 1.6683 0.2618  0.270
O4 0.1432 0.6166 0.8010  -0.088
H1 -0.8278 -1.4342 -0.6171  0.400

Values from the calculation:
Net charge ... +1
Frontier orbital gap (alpha / beta) ... 6.1 / 8.0 eV
<S²> ... 2.0146
Molar mass ... 77.02 Da
E_HOMO (alpha / beta) ... -13.8 / -17.1 eV
2S+1 ... 3
Relative energy (zero: lowest compared OMol25 entry of this formula, charge and spin) ... 573.5 kJ/mol


2 unconnected molecules or ions with the total composition CN2O2S. Source: the OMol25 dataset; level of theory: ωB97M-V with the def2-TZVPD basis set.

Each line ends with the natural charge from an NBO analysis.
CARTESIAN COORDINATES (ANGSTROEM)
C1 -0.8355 -0.2629 -0.1043  -0.013
N1 0.0902 -1.0527 0.0383  0.072
N2 0.3958 1.3176 0.0863  0.086
O1 1.2888 -1.0317 0.0325  -0.196
O2 1.4772 0.9528 -0.0642  -0.165
S1 -2.4166 0.0769 0.0114  0.216

Values from the calculation:
Frontier orbital gap (alpha / beta) ... 7.6 / 6.8 eV
<S²> ... 2.0372
Molar mass ... 104.09 Da
E_HOMO (alpha / beta) ... -8.2 / -9.7 eV
2S+1 ... 3
Relative energy (zero: lowest compared OMol25 entry of this formula, charge and spin) ... 244.5 kJ/mol


A molecular structure, CN2O3. Source: the OMol25 dataset; level of theory: ωB97M-V with the def2-TZVPD basis set.

Each line ends with the natural charge from an NBO analysis.
CARTESIAN COORDINATES (ANGSTROEM)
C1 -0.2916 0.3050 -0.7970  0.780
N1 -0.0841 -0.9362 -0.5700  -0.303
N2 0.4540 -0.1887 1.4372  0.375
O1 0.0526 0.8639 0.9257  -0.293
O2 0.3395 -1.2226 0.6673  -0.075
O3 -0.4587 1.2047 -1.5373  -0.484

Values from the calculation:
Frontier orbital gap (alpha / beta) ... 9.8 / 9.8 eV
Molar mass ... 88.02 Da
E_HOMO (alpha / beta) ... -10.9 / -10.9 eV
Relative energy (zero: lowest compared OMol25 entry of this formula, charge and spin) ... 385.0 kJ/mol


2 unconnected molecules or ions with the total composition CN2O4S. Source: the OMol25 dataset; level of theory: ωB97M-V with the def2-TZVPD basis set.

Each line ends with the natural charge from an NBO analysis.
CARTESIAN COORDINATES (ANGSTROEM)
C1 -1.5512 -1.1955 0.0441  -0.042
N1 -2.1601 -2.1250 -0.2097  -0.234
N2 1.7518 0.6102 -0.8848  0.519
O1 2.3324 1.5526 -0.5126  -0.226
O2 1.7995 -0.2258 -1.7016  -0.233
O3 -0.0259 -0.2315 1.8905  -0.801
O4 -1.5518 1.3488 0.7163  -0.788
S1 -0.5948 0.2663 0.6578  1.806

Values from the calculation:
Frontier orbital gap (alpha / beta) ... 7.2 / 9.3 eV
Molar mass ... 136.09 Da
E_HOMO (alpha / beta) ... -10.9 / -11.4 eV
Relative energy (zero: lowest compared OMol25 entry of this formula, charge and spin) ... 291.9 kJ/mol


A gas-phase ion, CN2O8S (charge -2). Source: the OMol25 dataset; level of theory: ωB97M-V with the def2-TZVPD basis set.

Each line ends with the natural charge from an NBO analysis.
CARTESIAN COORDINATES (ANGSTROEM)
O1 -0.5069 -2.9327 -0.7864  -0.674
C1 -0.8973 -2.0490 -1.4808  1.016
O2 -1.6424 -1.8776 -2.3983  -0.691
O3 -0.2394 -0.5963 -1.1090  -0.873
S1 0.4497 0.0594 0.0586  2.468
O4 1.0140 -0.8599 0.9991  -0.933
N1 -0.8389 0.8680 0.7586  -0.664
N2 -0.4942 1.6898 1.6752  0.594
O5 0.6916 1.8461 1.9829  -0.518
O6 -1.3872 2.3325 2.2451  -0.543
O7 1.4263 1.0881 -0.5631  -0.537
O8 2.4246 0.4318 -1.3819  -0.645

Values from the calculation:
Net charge ... -2
Frontier orbital gap ... 7.3 eV
Molar mass ... 200.08 Da
E_HOMO ... -0.9 eV
Relative energy (zero: lowest compared OMol25 entry of this formula, charge and spin) ... 120.4 kJ/mol